(1)
Computed, not measured: 6 unconnected molecules or ions with the total composition C15H20BrO15 at a distorted geometry, with the ωB97M-V functional and the def2-TZVPD basis.

Cartesian coordinates (Å):
Br -0.53 -0.91 -0.76
C -0.41 -4.34 1.31
C 0.63 -4.04 2.42
O 0.01 -4.39 3.67
C -1.26 -4.34 3.51
O -2.17 -4.37 4.29
O -1.51 -4.30 2.08
H -0.26 -5.33 0.89
H -0.56 -3.43 0.73
H 1.12 -3.08 2.28
H 1.43 -4.78 2.34
C 1.00 1.16 2.85
C 1.10 -0.42 2.50
O 2.52 -0.56 2.49
C 3.12 0.34 3.17
O 4.24 0.16 3.57
O 2.33 1.38 3.43
H 0.20 1.24 3.59
H 0.96 1.62 1.86
H 0.60 -0.70 1.56
H 0.66 -1.05 3.27
C -3.41 1.49 0.46
C -2.52 2.42 -0.36
O -2.21 3.50 0.42
C -2.46 3.17 1.72
O -2.02 3.69 2.72
O -3.31 2.12 1.72
H -2.85 0.56 0.34
H -4.44 1.42 0.10
H -3.09 2.60 -1.27
H -1.55 2.02 -0.64
C -1.26 1.08 -3.90
C -1.06 -0.23 -4.50
O -2.11 -0.22 -5.48
C -2.98 0.77 -5.37
O -3.97 0.88 -6.11
O -2.57 1.47 -4.31
H -0.69 1.92 -4.30
H -1.03 0.98 -2.84
H -1.12 -1.12 -3.87
H -0.13 -0.30 -5.07
C 2.70 0.74 -0.38
C 2.54 1.09 -1.80
O 3.92 1.32 -2.23
C 4.56 1.74 -1.07
O 5.68 2.14 -0.96
O 3.77 1.60 -0.02
H 2.85 -0.30 -0.10
H 1.75 1.13 -0.02
H 2.03 2.06 -1.79
H 1.77 0.41 -2.16

Results
E_HOMO   -6.582 eV
HOMO-LUMO gap   8.97 eV
ΔE to the lowest compared entry with this formula, charge and spin   26.6 kcal per mole
Net charge   -1

---

(2)
Computed, not measured: a molecular structure, C15H20DyF3N2O5 at a distorted geometry, with the ωB97M-V functional and the def2-TZVPD basis.

Cartesian coordinates (Å):
Dy 0.04 0.42 0.42
C 1.65 -2.02 3.40
C 0.19 -1.76 3.79
C 0.10 -0.57 4.74
C -0.72 -1.64 2.57
C -0.66 -2.63 1.58
C -1.57 -2.66 0.54
C -2.58 -1.71 0.43
C -3.58 -1.77 -0.69
C -2.64 -0.72 1.40
C -1.72 -0.67 2.45
H 2.29 -1.95 4.28
H 1.99 -1.29 2.66
H 1.78 -3.02 2.97
H -0.17 -2.64 4.34
H 0.39 0.36 4.24
H 0.77 -0.73 5.59
H -0.91 -0.44 5.14
H 0.09 -3.40 1.63
H -1.49 -3.43 -0.22
H -4.34 -2.53 -0.48
H -3.09 -2.04 -1.62
H -4.09 -0.82 -0.83
H -3.46 -0.01 1.39
H -1.87 0.06 3.24
N 2.66 -0.04 -0.89
N 1.93 -0.29 -2.07
C 0.56 -0.54 -1.88
O -0.23 -0.18 -2.74
O 0.28 -1.15 -0.78
H 3.01 0.91 -0.88
H 3.46 -0.67 -0.86
H 2.10 0.34 -2.84
C 2.70 1.78 2.72
C 1.67 1.13 1.86
O 0.50 1.59 1.97
H 2.74 2.85 2.47
H 3.68 1.34 2.59
H 2.40 1.71 3.77
F -3.05 2.70 -0.94
C -1.89 2.19 -0.62
F -1.84 2.14 0.77
F -1.91 0.86 -0.95
C -0.52 2.90 -1.17
O -0.63 3.94 -1.74
O 0.46 2.17 -0.85

Results
E_HOMO (alpha / beta)   -8.375 / -8.463 eV
HOMO-LUMO gap (alpha / beta)   8.69 / 8.79 eV
ΔE to the lowest compared entry with this formula, charge and spin   45.8 kcal per mole
2S+1   6
Net charge   0

---

(3)
Computed, not measured: a molecular structure, C15H20F3N3O at a distorted geometry, with the ωB97M-V functional and the def2-TZVPD basis.

Cartesian coordinates (Å):
C 2.42 3.19 1.80
H 1.34 3.49 1.46
H 2.43 2.80 2.73
H 3.12 4.03 1.51
C 2.78 2.15 0.70
C 2.70 2.51 -0.55
H 3.43 2.08 -1.07
H 2.89 3.48 -0.82
H 1.79 2.17 -1.06
C 4.24 1.62 1.18
H 5.10 2.26 0.99
H 4.53 1.36 2.19
H 4.53 0.86 0.54
C 1.92 0.77 1.32
O 1.16 1.05 2.10
N 2.02 -0.31 0.84
C 1.04 -1.31 1.24
H 0.46 -0.92 2.02
C 0.34 -2.22 -0.03
N 0.19 -1.14 -0.88
C -0.68 -0.07 -0.94
N -0.21 1.10 -0.98
C -1.08 2.07 -0.93
C -2.37 2.04 -0.32
C -2.78 0.66 -0.53
C -2.15 -0.37 -0.53
C -2.84 -1.50 -0.45
F -4.00 -1.75 -0.81
F -2.71 -2.15 0.92
F -2.27 -2.55 -1.20
H -3.89 0.55 -0.05
H -2.98 2.99 -0.46
H -0.71 3.08 -1.25
C 1.41 -0.68 -1.65
H 1.66 -1.54 -2.34
C 2.62 -0.92 -0.54
H 3.34 -0.01 -1.06
H 3.01 -1.72 -0.20
H 1.38 0.10 -2.15
H 1.05 -2.99 -0.26
H -0.71 -2.45 0.58
H 1.87 -2.19 1.98

Results
E_HOMO   -8.204 eV
HOMO-LUMO gap   8.27 eV
ΔE to the lowest compared entry with this formula, charge and spin   30.6 kcal per mole
Net charge   0

---

(4)
Computed, not measured: a molecular structure, C15H20FOTb at a distorted geometry, with the ωB97M-V functional and the def2-TZVPD basis.

Cartesian coordinates (Å):
Tb 1.68 -0.84 0.42
C 1.38 -3.44 0.27
C 0.56 -3.02 1.37
C -0.57 -2.32 0.82
H 0.73 -3.22 2.42
C -0.45 -2.33 -0.60
C 0.75 -3.01 -0.93
H 1.11 -3.22 -1.95
H 2.31 -4.01 0.35
H -1.42 -1.94 1.39
H -1.21 -1.96 -1.30
C 3.00 0.71 -1.60
C 2.59 -0.48 -2.29
C 1.19 -0.37 -2.54
H 3.24 -1.30 -2.60
C 0.72 0.86 -1.99
C 1.85 1.53 -1.40
H 1.82 2.52 -0.96
H 4.03 0.96 -1.31
H 0.59 -1.06 -3.12
H -0.28 1.27 -2.10
O 0.73 0.18 2.03
C -2.19 1.88 0.57
C -1.73 1.55 1.95
C -2.95 0.87 -0.17
C -1.67 3.10 -0.07
C -0.34 0.86 2.64
H -2.53 0.96 2.43
H -1.75 2.51 2.51
H 0.11 1.69 3.20
H -0.78 0.13 3.35
H -3.97 1.24 -0.43
H -3.07 -0.05 0.43
H -2.48 0.61 -1.13
H -2.39 3.95 0.02
H -1.49 2.96 -1.15
H -0.73 3.42 0.41
F 3.59 -1.18 1.05

Results
E_HOMO (alpha / beta)   2.367 / 2.364 eV
HOMO-LUMO gap (alpha / beta)   2.66 / 2.67 eV
2S+1   7
Net charge   -2

---

(5)
Computed, not measured: C15H20N2O3S in the gas phase at a distorted geometry, with the ωB97M-V functional and the def2-TZVPD basis.

Cartesian coordinates (Å):
O -0.63 -3.00 -1.06
O -1.67 1.75 -1.43
O 2.89 0.78 3.09
S -3.52 0.70 -3.50
C -2.02 -1.57 -2.39
C -2.42 -0.19 -2.41
C -1.15 -1.80 -1.40
C -1.69 0.40 -1.45
C 0.62 1.04 2.32
C 2.02 -0.70 1.49
C -0.36 0.80 1.28
C 1.16 -0.95 0.48
C 1.81 0.34 2.35
C 0.02 -0.19 0.32
N -0.89 -0.56 -0.80
N -2.19 3.06 -5.74
C 2.42 -1.57 6.09
C 3.08 0.28 4.47
C -2.65 0.63 -5.15
C -1.66 1.80 -5.33
C 2.49 -1.13 4.64
H -0.23 -2.93 -0.22
H -2.02 2.02 -2.26
H -2.38 -2.41 -3.06
H 0.38 1.82 3.00
H 3.01 -1.17 1.43
H -1.31 1.35 1.21
H 1.35 -1.69 -0.32
H -2.85 3.31 -5.11
H -2.69 2.90 -6.63
H 3.38 -1.81 6.55
H 1.99 -0.78 6.62
H 1.78 -2.38 6.11
H 4.19 0.26 4.77
H 2.51 0.97 5.17
H -2.09 -0.34 -5.20
H -3.28 0.60 -5.97
H -0.88 1.54 -6.06
H -1.17 1.79 -4.34
H 1.43 -1.17 4.35
H 3.22 -1.81 4.08

Results
E_HOMO   -7.483 eV
HOMO-LUMO gap   8.06 eV
Structure (SMILES)   CCCOc1ccc(-n2c(O)cc(SCCN)c2O)cc1
ΔE to the lowest compared entry with this formula, charge and spin   105.0 kcal per mole
Net charge   0

---

(6)
Computed, not measured: C15H20N2O3S in the gas phase at a distorted geometry, with the ωB97M-V functional and the def2-TZVPD basis.

Cartesian coordinates (Å):
C 3.69 1.57 2.49
C 3.18 2.91 1.98
H 3.50 3.06 0.94
H 3.56 3.72 2.60
O 1.77 3.04 2.10
C 0.91 2.21 1.45
C -0.34 2.10 2.05
C -1.35 1.33 1.50
C -1.10 0.62 0.34
C 0.13 0.73 -0.29
C 1.14 1.53 0.23
O 2.36 1.70 -0.38
C 2.58 1.20 -1.68
C 1.88 2.03 -2.76
H 2.14 1.64 -3.74
H 2.21 3.07 -2.69
H 0.80 2.00 -2.63
H 2.31 0.14 -1.75
H 3.67 1.28 -1.81
H 0.28 0.20 -1.22
C -2.18 -0.21 -0.27
O -3.20 0.24 -0.74
N -1.94 -1.55 -0.26
C -2.86 -2.50 -0.74
N -2.53 -3.71 -0.55
C -1.26 -3.75 0.14
H -1.38 -4.28 1.09
H -0.54 -4.31 -0.47
C -0.83 -2.27 0.34
H 0.11 -2.04 -0.17
H -0.73 -2.00 1.40
S -4.31 -1.96 -1.50
C -4.98 -3.61 -1.89
H -4.30 -4.13 -2.55
H -5.11 -4.17 -0.98
H -5.94 -3.44 -2.39
H -2.32 1.28 1.98
H -0.49 2.65 2.96
H 3.34 1.40 3.51
H 4.78 1.56 2.49
H 3.34 0.75 1.86

Results
E_HOMO   -8.380 eV
HOMO-LUMO gap   8.99 eV
Structure (SMILES)   CCOc1ccc(C(=O)N2CCN=C2SC)cc1OCC
ΔE to the lowest compared entry with this formula, charge and spin   48.6 kcal per mole
Net charge   0

---

(7)
Computed, not measured: C15H20N2O5S in the gas phase at a distorted geometry, with the ωB97M-V functional and the def2-TZVPD basis.

Cartesian coordinates (Å):
O 1.14 2.65 -0.64
O -3.17 1.54 -0.43
O 4.08 3.58 5.48
O 5.16 2.69 3.81
O -0.64 3.63 0.32
S 2.90 2.55 1.89
C 0.61 3.13 0.33
C -1.98 1.76 -0.64
C 0.84 3.93 2.67
C 1.84 4.01 3.76
C 1.32 3.20 1.59
C 3.03 3.31 3.49
N -1.03 0.74 -0.81
N 4.19 3.18 4.30
C -1.51 3.21 -0.77
C 2.29 -1.90 -1.61
C -0.54 -3.03 -1.22
C 0.28 -0.81 1.59
C -1.15 -0.92 1.08
C 1.35 -1.59 0.81
C -1.22 -0.68 -0.48
C 1.23 -1.25 -0.71
C -0.17 -1.54 -1.25
H -0.15 4.41 2.62
H 1.65 4.55 4.69
H -0.06 1.05 -0.97
H -0.98 3.35 -1.73
H -2.37 3.88 -0.74
H 2.22 -3.01 -1.58
H 2.16 -1.58 -2.66
H 3.27 -1.62 -1.31
H -0.48 -3.40 -0.18
H -1.54 -3.18 -1.56
H 0.10 -3.73 -1.83
H 0.56 0.24 1.63
H 0.28 -1.18 2.62
H -1.50 -1.91 1.39
H -1.83 -0.18 1.59
H 2.34 -1.27 1.17
H 1.22 -2.68 0.98
H -2.22 -0.99 -0.86
H 1.45 -0.16 -0.80
H -0.22 -1.22 -2.27

Results
E_HOMO   -9.667 eV
HOMO-LUMO gap   8.01 eV
Structure (SMILES)   C[C@@H]1[C@H](C)CCC[C@H]1NC(=O)COC(=O)c1ccc([N+](=O)[O-])s1
ΔE to the lowest compared entry with this formula, charge and spin   110.5 kcal per mole
Net charge   0

---

(8)
Computed, not measured: a molecular structure, C15H20NO4S4Yb at a distorted geometry, with the ωB97M-V functional and the def2-TZVPD basis.

Cartesian coordinates (Å):
Yb -0.56 -0.30 0.71
C 1.43 -2.59 2.45
C 0.14 -3.26 2.00
S -1.33 -2.24 2.45
C -2.69 -3.11 1.57
C -2.67 -3.05 0.05
S -3.02 -1.38 -0.63
C -2.14 -1.52 -2.24
C 0.42 -1.43 -2.98
S 2.03 -0.78 -2.23
C 2.50 -2.16 -1.11
C 3.08 -1.67 0.22
S 1.94 -1.07 1.54
H 2.26 -3.30 2.38
H 1.36 -2.28 3.49
H 0.02 -4.20 2.53
H 0.13 -3.45 0.93
H -3.60 -2.66 1.97
H -2.65 -4.14 1.90
H -3.45 -3.71 -0.32
H -1.71 -3.36 -0.35
H -2.72 -0.98 -2.99
H -2.11 -2.58 -2.52
H 0.88 -1.38 -4.87
H 0.49 -2.52 -2.92
H 3.28 -2.73 -1.62
H 1.64 -2.80 -0.96
H 3.75 -0.83 0.06
H 3.65 -2.47 0.69
O -0.59 4.11 0.95
C -0.64 2.85 0.67
O -0.59 1.94 1.50
C -0.76 2.50 -0.77
C -0.93 3.35 -1.85
C -1.07 2.75 -3.10
C -1.02 1.38 -3.25
C -0.82 0.59 -2.11
N -0.70 1.17 -0.93
C -0.71 -0.95 -2.04
O 0.25 -0.98 -4.27
O -0.31 -1.39 -0.79
H -0.51 4.29 1.90
H -0.97 4.42 -1.71
H -1.22 3.38 -3.97
H -1.13 0.92 -4.22

Results
E_HOMO (alpha / beta)   -14.469 / -14.470 eV
HOMO-LUMO gap (alpha / beta)   7.65 / 7.65 eV
ΔE to the lowest compared entry with this formula, charge and spin   41.5 kcal per mole
2S+1   2
Net charge   +2

---

(9)
Computed, not measured: a molecular structure, C15H21BeN3O3 at a distorted geometry, with the ωB97M-V functional and the def2-TZVPD basis.

Cartesian coordinates (Å):
C -1.13 0.32 -3.87
C -0.90 -1.09 -3.85
C 0.33 -1.33 -3.16
C 0.86 -0.07 -2.77
C -0.05 0.95 -3.19
Be -1.44 -0.31 -1.08
N -2.48 0.89 -1.09
C -3.70 0.11 -1.15
C -2.97 -1.18 -1.59
H 0.80 -2.30 -2.99
H -1.54 -1.85 -4.28
H 1.83 0.09 -2.32
H 0.08 2.02 -3.03
H -1.96 0.82 -4.35
H -3.12 -1.39 -2.66
H -4.20 -0.07 -0.18
H -2.55 1.86 -0.83
H -3.14 -2.01 -0.90
H -4.50 0.47 -1.83
C 0.67 2.45 2.62
C 1.82 1.48 2.44
C 1.35 0.08 1.93
C 2.55 -0.91 1.82
C 3.68 -0.52 0.89
C 0.42 -0.52 3.01
O 0.73 -0.58 4.20
N -0.78 -1.02 2.58
C -1.25 -1.11 1.27
O -2.35 -1.63 1.07
N -0.46 -0.56 0.28
C 0.63 0.23 0.57
O 1.06 1.03 -0.27
H 0.18 2.65 1.66
H 1.06 3.39 3.01
H -0.07 2.07 3.33
H 2.55 1.88 1.73
H 2.33 1.33 3.40
H 2.96 -1.05 2.84
H 2.13 -1.88 1.51
H 4.15 0.42 1.18
H 4.44 -1.31 0.93
H 3.34 -0.44 -0.15
H -1.40 -1.43 3.28

Results
E_HOMO   0.800 eV
HOMO-LUMO gap   4.13 eV
ΔE to the lowest compared entry with this formula, charge and spin   0.0 kcal per mole
Net charge   -2

---

(10)
Computed, not measured: a molecular structure, C15H21BrN3OS at a distorted geometry, with the ωB97M-V functional and the def2-TZVPD basis.

Cartesian coordinates (Å):
Br 1.41 3.78 -0.07
C -0.42 4.28 -0.27
C -0.83 5.66 -0.11
C -2.11 6.10 -0.22
C -3.12 5.10 -0.50
N -4.45 5.23 -0.64
S -5.02 3.74 -0.89
N -3.67 2.83 -0.89
C -2.70 3.73 -0.65
C -1.32 3.30 -0.55
H -0.07 6.41 0.13
H -2.40 7.14 -0.07
H -1.07 2.25 -0.70
C 2.83 -1.28 -0.22
C 1.64 -1.12 0.74
C 1.69 -2.22 1.80
C 1.36 -3.60 1.23
C 0.01 -3.58 0.51
C -0.15 -2.44 -0.51
N 0.35 -1.13 -0.01
O -0.58 -0.61 0.76
C 0.57 -2.80 -1.83
C -1.63 -2.39 -0.91
C 1.89 0.24 1.40
H 3.76 -1.01 0.28
H 2.98 -2.30 -0.57
H 2.73 -0.63 -1.09
H 0.99 -1.99 2.61
H 2.68 -2.24 2.26
H 2.15 -3.93 0.55
H 1.33 -4.33 2.04
H -0.14 -4.54 0.01
H -0.77 -3.50 1.27
H 0.52 -1.96 -2.53
H 0.08 -3.65 -2.31
H 1.61 -3.08 -1.70
H -2.29 -2.28 -0.05
H -1.92 -3.32 -1.40
H -1.83 -1.57 -1.60
H 1.86 1.04 0.67
H 2.87 0.25 1.88
H 1.16 0.47 2.18

Results
E_HOMO (alpha / beta)   -8.698 / -9.073 eV
HOMO-LUMO gap (alpha / beta)   8.10 / 8.48 eV
ΔE to the lowest compared entry with this formula, charge and spin   0.0 kcal per mole
2S+1   2
Net charge   0

---

(11)
Computed, not measured: a gas-phase ion, C15H21I2N2O2 (charge +1), with the ωB97M-V functional and the def2-TZVPD basis.

Cartesian coordinates (Å):
C 3.15 -1.94 2.77
C 3.27 -0.82 1.78
O 2.51 0.12 1.72
O 4.33 -0.96 0.95
C 4.31 -0.16 -0.23
C 3.44 -0.78 -1.31
C 2.00 -0.35 -1.20
C 0.94 -1.27 -1.18
C -0.34 -0.83 -1.04
C -1.48 -1.78 -1.02
I -2.09 -2.32 -2.95
C -2.04 -2.27 0.07
C -3.16 -3.25 0.17
I -1.26 -1.64 1.93
C -0.55 0.55 -0.94
C -1.90 1.20 -0.82
C -1.96 2.51 -0.01
C -2.54 3.67 -0.84
C -2.77 2.31 1.27
N 0.53 1.32 -1.00
N 1.79 0.94 -1.11
H 2.36 -2.62 2.44
H 4.09 -2.46 2.90
H 2.86 -1.50 3.72
H 5.34 -0.11 -0.58
H 3.99 0.86 -0.03
H 3.81 -0.44 -2.27
H 3.51 -1.87 -1.31
H 1.15 -2.33 -1.24
H -3.86 -2.97 0.95
H -2.77 -4.24 0.41
H -3.70 -3.33 -0.76
H -2.23 1.37 -1.85
H -2.58 0.46 -0.39
H -0.97 2.84 0.32
H -2.06 4.61 -0.56
H -2.33 3.54 -1.90
H -3.62 3.76 -0.69
H -2.30 1.57 1.91
H -2.76 3.24 1.84
H -3.80 2.02 1.05
H 0.40 2.32 -0.95

Results
E_HOMO   -12.079 eV
HOMO-LUMO gap   7.75 eV
Structure (SMILES)   CC(=O)OCCc1cc(/C(I)=C(/C)I)c(CC(C)C)[nH+]n1
Net charge   +1